{"formula": "C6H10O", "method": "wB97M-V/def2-TZVPD", "charge": 0, "e_lumo_ha": 0.01211, "total_energy_ha": -309.72717, "spin_multiplicity": 1, "relative_energy_kj_mol": 302.5, "homo_lumo_gap_ev": 9.19, "species": ["O", "C", "C", "C", "C", "C", "C", "H", "H", "H", "H", "H", "H", "H", "H", "H", "H"], "positions_angstrom": [[1.24454, -0.04495, 0.54785], [-0.26614, -0.94274, -0.96340], [1.11114, -1.15358, -0.31861], [0.53935, 1.02022, -0.09017], [-0.50678, 0.52257, -1.00827], [-1.41498, -1.25755, 0.04425], [0.19404, 2.08954, 0.92832], [-0.43672, -1.49574, -1.89106], [-2.38532, -1.26489, -0.45554], [-0.45992, 1.66673, 1.69786], [1.19676, -2.07328, 0.26974], [1.90296, -1.14775, -1.08668], [-1.45864, -0.52291, 0.85607], [-1.22509, -2.23359, 0.50222], [-0.32129, 2.92299, 0.44540], [1.18367, 1.46298, -0.89422], [1.10243, 2.45195, 1.41624]], "nbo_charge": [-0.532, -0.411, -0.081, -0.106, 0.166, -0.596, -0.605, 0.233, 0.231, 0.213, 0.192, 0.166, 0.221, 0.228, 0.227, 0.234, 0.220]}



{"formula": "C5H10N2O", "method": "wB97M-V/def2-TZVPD", "charge": 0, "e_lumo_ha": 0.02943, "total_energy_ha": -381.12741, "smiles": "OC1[C@@H]2NCCN[C@@H]12", "spin_multiplicity": 1, "relative_energy_kj_mol": 414.9, "homo_lumo_gap_ev": 8.85, "species": ["O", "N", "N", "C", "C", "C", "C", "C", "H", "H", "H", "H", "H", "H", "H", "H", "H", "H"], "positions_angstrom": [[2.81708, -0.51452, 0.79756], [-0.04806, 0.23000, -1.72625], [-0.65733, -0.21686, 1.29203], [0.83959, 0.06755, -0.62412], [-1.40201, 0.06842, -1.12546], [0.39556, 0.54356, 0.73596], [-1.55624, -0.64505, 0.26405], [1.90856, 0.45604, 0.38379], [-0.37331, -0.94793, 1.94644], [-2.57342, -0.54751, 0.60341], [0.03999, 1.10101, -2.27764], [2.60782, -0.61820, 1.76825], [-1.75320, 1.12539, -0.95611], [2.32228, 1.46147, 0.24786], [0.88219, -1.05781, -0.47957], [-1.44509, -1.74338, 0.08933], [0.17593, 1.62800, 0.81299], [-2.18033, -0.39019, -1.75250]], "nbo_charge": [-0.691, -0.620, -0.638, -0.113, -0.226, -0.128, -0.216, 0.141, 0.370, 0.199, 0.368, 0.477, 0.171, 0.178, 0.174, 0.168, 0.178, 0.206]}



{"formula": "C29H53N5O9S3", "method": "wB97M-V/def2-TZVPD", "charge": 0, "e_lumo_ha": 0.00393, "total_energy_ha": -3282.18511, "spin_multiplicity": 1, "homo_lumo_gap_ev": 8.23, "species": ["S", "S", "S", "O", "O", "O", "O", "O", "O", "O", "O", "O", "N", "N", "N", "N", "N", "C", "C", "C", "C", "C", "C", "C", "C", "C", "C", "C", "C", "C", "C", "C", "C", "C", "C", "C", "C", "C", "C", "C", "C", "C", "C", "C", "C", "C", "H", "H", "H", "H", "H", "H", "H", "H", "H", "H", "H", "H", "H", "H", "H", "H", "H", "H", "H", "H", "H", "H", "H", "H", "H", "H", "H", "H", "H", "H", "H", "H", "H", "H", "H", "H", "H", "H", "H", "H", "H", "H", "H", "H", "H", "H", "H", "H", "H", "H", "H", "H", "H"], "positions_angstrom": [[1.01192, -3.96765, -0.00426], [-3.65801, -1.01919, -4.09606], [-0.73193, -5.31234, -2.01020], [-3.54996, -1.31086, -2.47669], [-4.03103, 4.96583, 1.19556], [-3.91328, -2.21763, -4.85449], [-4.77245, -0.12414, -4.31151], [3.43112, 0.76462, -0.79846], [7.45571, 0.29506, 0.65324], [-2.19117, -0.30576, -4.40457], [0.53596, -0.01359, -2.31541], [-0.26102, 3.70918, 5.47810], [-1.06926, 5.02596, 3.85628], [9.63207, 0.03347, 0.19324], [-6.23852, 4.73224, 0.90172], [-0.06603, -6.30736, 0.58786], [-2.26190, -1.29827, 0.41929], [-1.85054, 0.18921, -3.06228], [3.86376, 1.08965, 0.55207], [1.39661, -8.16978, 1.28722], [8.03866, 0.22724, -1.66604], [-7.49454, 4.77087, 0.17671], [-0.90518, -2.76055, -3.26566], [-2.21784, -0.84677, -1.99813], [-2.45550, -0.34625, -0.51283], [-1.43266, -2.19546, -1.89550], [-1.61431, 5.55117, 6.19011], [-0.92618, 4.68509, 5.16423], [-5.00115, 5.05321, 0.45016], [-1.81377, 6.13880, 3.29412], [0.49542, -7.59762, 0.11744], [-2.37080, -5.20259, 0.93483], [0.00459, -4.02854, -3.08725], [-2.95016, 0.54459, 1.97000], [-4.87544, 5.51234, -0.97970], [-0.37972, 0.76535, -3.07617], [10.80171, -0.10651, -0.65123], [2.30583, -0.12646, -0.67972], [-2.84409, 1.00079, -0.36223], [-3.12706, 1.52706, 0.94574], [0.99725, 0.64260, -1.13598], [-1.43860, -6.43955, 1.14606], [8.33413, 0.19021, -0.18725], [0.05629, -5.26461, -0.38943], [4.87760, 2.25886, 0.43436], [-2.52206, -0.75656, 1.62584], [-0.52171, -2.07263, -1.26706], [2.94934, 1.43099, 1.09903], [-3.83295, 5.73236, -1.19704], [-2.83165, -5.24747, -0.07702], [0.28569, 0.54230, -0.27104], [6.96905, 0.35600, -1.81640], [-2.97966, 1.65820, -1.23340], [-6.24952, 4.43364, 1.86574], [-0.58438, 4.40589, 3.22544], [10.54716, -0.07473, -1.70622], [9.75741, 0.01727, 1.19409], [-1.77892, -3.09683, -3.87816], [1.02112, -3.72552, -2.75461], [-2.69322, 5.54350, 6.02576], [-5.21358, 4.72659, -1.65762], [0.13494, -4.51368, -4.08528], [4.28905, 0.16742, 1.00520], [-3.44504, 2.58502, 1.08592], [0.80161, -8.89300, 1.89770], [-1.23484, 6.57291, 6.13483], [2.18388, -0.51386, 0.35841], [-5.46172, 6.41912, -1.13609], [-7.36256, 5.10566, -0.84745], [8.34479, -0.70990, -2.13416], [-0.29549, -8.31661, -0.19505], [11.28413, -1.05989, -0.42700], [-2.37205, -1.45752, 2.47745], [-1.41245, 5.16013, 7.18437], [-2.29367, 6.73747, 4.06292], [-2.10099, -2.98862, -1.49323], [5.65695, 2.00665, -0.31830], [-8.17501, 5.45084, 0.69198], [-1.90325, -4.22448, 1.16415], [4.31927, 3.13196, 0.02519], [-3.14543, 0.80156, 3.02403], [11.49676, 0.70451, -0.42513], [1.70226, -7.33800, 1.95695], [-1.96089, -7.35053, 0.76471], [-2.57248, 5.74196, 2.61878], [1.17745, -7.38867, -0.73280], [-7.92778, 3.76948, 0.17396], [-1.12353, 6.76682, 2.72634], [-2.43408, 1.14519, -3.08090], [2.27247, -8.70348, 0.85173], [-1.33068, -6.58073, 2.25211], [-0.35901, -2.00644, -3.87667], [-3.22168, -5.31598, 1.65379], [2.49989, -0.98064, -1.37434], [8.55875, 1.06595, -2.13249], [-0.01567, 0.98545, -4.10241], [1.24720, 1.71708, -1.27021], [-0.46418, 1.75788, -2.56083], [5.32097, 2.46126, 1.43204]], "mulliken_charge": [-0.145, 1.229, -0.067, -0.474, -0.724, -0.598, -0.693, -0.414, -0.607, -0.512, -0.314, -0.665, -0.119, -0.180, -0.143, 0.276, -0.119, -0.018, -0.152, -1.132, -1.202, -0.881, -0.453, 2.181, -0.504, -0.574, -1.194, 0.784, 0.846, -0.485, -0.382, -1.144, -1.036, -0.738, -1.427, -1.412, -0.833, -0.711, -0.517, -0.385, 0.061, -0.397, 0.795, -0.383, -1.032, -0.164, -0.181, 0.323, 0.291, 0.255, 0.025, 0.167, 0.269, 0.234, 0.186, 0.320, 0.239, 0.205, 0.448, 0.322, 0.379, 0.508, 0.295, 0.488, 0.279, 0.340, 0.437, 0.422, 0.353, 0.418, 0.400, 0.282, 0.352, 0.292, 0.302, 0.759, 0.069, 0.287, 0.252, 0.350, 0.389, 0.281, 0.302, 0.308, 0.065, 0.347, 0.292, 0.260, 0.687, 0.351, 0.284, 0.206, 0.467, 0.156, 0.354, 0.325, 0.509, 0.475, 0.333]}



{"formula": "C26H28N4O5S", "method": "wB97M-V/def2-TZVPD", "charge": 0, "e_lumo_ha": -0.01095, "total_energy_ha": -2000.81220, "spin_multiplicity": 1, "relative_energy_kj_mol": 396.2, "homo_lumo_gap_ev": 6.45, "species": ["S", "O", "O", "O", "O", "O", "N", "N", "N", "N", "C", "C", "C", "C", "C", "C", "C", "C", "C", "C", "C", "C", "C", "C", "C", "C", "C", "C", "C", "C", "C", "C", "C", "C", "C", "C", "H", "H", "H", "H", "H", "H", "H", "H", "H", "H", "H", "H", "H", "H", "H", "H", "H", "H", "H", "H", "H", "H", "H", "H", "H", "H", "H", "H"], "positions_angstrom": [[1.37683, -0.87710, -0.92410], [0.50995, -2.35435, 5.03094], [-2.58698, -2.69983, 1.37644], [0.33039, 0.05029, -1.46765], [1.65420, -2.24739, -1.46269], [1.09727, -3.98966, 3.72108], [0.82601, -2.79940, 3.91883], [-2.05382, -5.46449, 1.01035], [1.20369, -0.97610, 0.78238], [-3.33222, -2.44384, -0.77059], [5.26282, 0.23300, -0.50124], [1.09526, -2.14810, 1.47113], [-4.06326, -3.03594, -1.90580], [1.06898, 0.08699, 1.66143], [-1.59634, -6.01996, 3.29115], [-3.16662, -3.30007, -3.09635], [-3.23781, -0.99270, -0.63821], [4.07599, -0.46656, -0.40106], [-2.11624, -5.17624, 2.35343], [2.93577, 0.01749, -0.99637], [1.05561, 1.47381, 1.47661], [0.70450, 0.37733, 4.05304], [4.15909, 1.91016, -1.79086], [0.87149, 2.27571, 2.57021], [-1.42610, -6.62879, 0.62061], [-2.82120, -3.23530, 0.28112], [6.59206, 2.18404, -1.34762], [5.31828, 1.43072, -1.20104], [-4.34875, -0.43319, 0.22175], [-0.96258, -7.17995, 2.89140], [-2.55222, -4.59459, 0.04621], [2.97960, 1.20254, -1.68729], [0.89035, -0.45755, 2.94611], [0.91267, -1.86978, 2.80735], [0.69584, 1.72979, 3.85420], [-0.87172, -7.47023, 1.54281], [4.03682, -1.40438, 0.12500], [-0.52707, -7.83772, 3.62513], [-4.28908, 0.65222, 0.32521], [-5.32656, -0.67414, -0.19614], [-3.21995, -0.54693, -1.63871], [6.51599, 3.18589, -0.92744], [1.11516, -3.12991, 1.01923], [6.85498, 2.28614, -2.39865], [-3.71507, -3.73121, -3.93609], [0.85595, 3.34614, 2.44462], [-2.69398, -2.38092, -3.44218], [0.53572, 2.38535, 4.69501], [-1.64945, -5.76224, 4.33517], [-2.66936, -4.97920, -0.94873], [1.17940, 1.87382, 0.48515], [-1.31503, -6.81703, -0.43343], [-0.32817, -8.34000, 1.21925], [-4.31298, -0.87115, 1.22113], [0.56995, -0.07122, 5.02293], [-2.25852, -0.78022, -0.19088], [7.42030, 1.68122, -0.85184], [-4.54989, -3.95352, -1.55826], [-2.35642, -3.98405, -2.84359], [-2.55463, -4.23737, 2.64430], [6.15574, -0.15070, -0.03654], [4.18670, 2.83990, -2.33407], [-4.88481, -2.36244, -2.17076], [2.07991, 1.55880, -2.15869]], "nbo_charge": [2.228, -0.386, -0.726, -0.876, -0.870, -0.387, 0.518, -0.218, -0.604, -0.467, -0.213, 0.045, -0.212, 0.200, -0.194, -0.618, -0.205, -0.161, -0.005, -0.356, -0.243, -0.175, -0.232, -0.203, 0.009, 0.608, -0.635, 0.022, -0.621, -0.215, -0.329, -0.117, -0.113, 0.020, -0.213, -0.225, 0.230, 0.219, 0.202, 0.193, 0.190, 0.228, 0.265, 0.228, 0.205, 0.218, 0.210, 0.217, 0.233, 0.195, 0.228, 0.217, 0.227, 0.233, 0.246, 0.214, 0.219, 0.202, 0.205, 0.276, 0.220, 0.218, 0.196, 0.237]}



{"formula": "H30O15", "method": "wB97M-V/def2-TZVPD", "charge": 0, "e_lumo_ha": -0.02678, "total_energy_ha": -1146.57730, "spin_multiplicity": 1, "relative_energy_kj_mol": 164.8, "homo_lumo_gap_ev": 9.98, "species": ["O", "O", "O", "O", "O", "O", "O", "O", "O", "O", "O", "O", "O", "O", "O", "H", "H", "H", "H", "H", "H", "H", "H", "H", "H", "H", "H", "H", "H", "H", "H", "H", "H", "H", "H", "H", "H", "H", "H", "H", "H", "H", "H", "H", "H"], "positions_angstrom": [[-3.79673, -0.02629, 0.00507], [-0.31273, -0.37129, -0.27593], [-0.39873, 2.13771, -1.92693], [-1.89273, 0.39571, 1.83107], [-2.04073, -2.22529, 0.93207], [1.18627, 0.95471, 2.21707], [0.69027, -0.68129, -2.97293], [-2.39673, 0.50471, -2.30393], [2.20827, -1.45229, 0.46407], [-0.38973, 3.25871, 2.53107], [3.17727, -0.29429, -1.82293], [3.85827, 0.19771, 1.83307], [1.89327, 1.84371, -0.41893], [-2.10473, -2.24129, -2.16493], [1.83727, -3.04029, 2.76907], [-3.42373, 0.63471, -0.54793], [-0.56873, 2.83071, -2.55593], [-2.18673, -1.25429, -2.06493], [1.65427, 1.21271, 2.98007], [3.25827, 0.60871, -1.44193], [1.25927, 1.74371, -1.13393], [0.50527, -0.63429, 0.10507], [-1.64973, 0.93171, -1.94893], [-2.62073, 0.01371, 1.23007], [2.31127, -0.47929, -2.24893], [-4.42573, 0.54371, 0.46607], [0.19227, -0.59329, -2.13693], [0.08327, -0.18329, -3.49793], [0.35427, 3.54871, 2.02407], [-2.83673, -2.43729, 0.46407], [2.28727, -2.34729, 0.09607], [1.17627, -3.70429, 2.48707], [-0.70273, 2.47671, -1.09293], [-2.68373, 1.04771, -3.05093], [-0.78073, 0.06871, 0.45307], [1.35327, 1.53771, 0.32207], [0.54527, 0.37371, 2.57707], [2.92327, 0.01171, 1.72207], [-0.61073, 2.45671, 2.09107], [1.84827, -2.32229, 2.08007], [-2.83173, -2.50529, -1.66293], [4.27827, 0.44171, 1.04207], [-1.49173, -1.82629, 0.27907], [2.71327, -0.93029, -0.15493], [-1.44773, -0.22629, 2.42407]], "nbo_charge": [-0.926, -1.032, -0.944, -1.027, -0.962, -0.953, -0.953, -0.980, -1.011, -0.935, -1.009, -0.965, -0.981, -0.949, -0.967, 0.488, 0.493, 0.484, 0.498, 0.500, 0.482, 0.505, 0.494, 0.524, 0.511, 0.479, 0.494, 0.472, 0.462, 0.463, 0.495, 0.468, 0.490, 0.486, 0.494, 0.483, 0.472, 0.489, 0.472, 0.488, 0.447, 0.467, 0.488, 0.516, 0.489]}



{"formula": "C6H15O2", "method": "wB97M-V/def2-TZVPD", "charge": -1, "e_lumo_ha": 0.11265, "total_energy_ha": -388.00864, "spin_multiplicity": 1, "relative_energy_kj_mol": 230.9, "homo_lumo_gap_ev": 5.27, "species": ["O", "O", "C", "C", "C", "C", "C", "C", "H", "H", "H", "H", "H", "H", "H", "H", "H", "H", "H", "H", "H", "H", "H"], "positions_angstrom": [[1.14609, -2.68096, 2.09585], [3.10734, 1.13281, -3.91048], [0.67734, 1.78029, -0.14548], [-0.54904, 0.83034, 0.45810], [-0.91339, -1.44825, 1.51366], [-1.83709, 1.32547, -0.36549], [-0.21359, -0.61640, 0.44373], [0.00374, -2.82955, 1.43307], [-1.02899, -1.03176, 2.50145], [-2.05372, 2.32379, 0.02422], [-2.66934, 0.68038, -0.08576], [-1.88847, -1.70966, 1.15316], [-1.39668, 1.52364, -1.35713], [1.62823, 1.38846, 0.28669], [0.77692, 1.79939, -1.22536], [-0.88935, 1.11298, 1.41881], [0.33760, -3.08034, 0.40496], [-0.66165, -3.63451, 1.84451], [-0.28344, -1.01937, -0.56502], [2.19630, 0.83808, -3.94700], [0.86755, -0.78837, 0.78338], [3.08193, 1.30496, -2.89369], [0.56172, 2.79855, 0.13381]], "nbo_charge": [-0.960, -0.934, -0.629, -0.163, -0.453, -0.634, -0.460, 0.002, 0.190, 0.184, 0.217, 0.151, 0.199, 0.213, 0.175, 0.186, 0.093, 0.063, 0.187, 0.464, 0.246, 0.471, 0.190]}



Repeat the second record exactly.
{"formula": "C5H10N2O", "method": "wB97M-V/def2-TZVPD", "charge": 0, "e_lumo_ha": 0.02943, "total_energy_ha": -381.12741, "smiles": "OC1[C@@H]2NCCN[C@@H]12", "spin_multiplicity": 1, "relative_energy_kj_mol": 414.9, "homo_lumo_gap_ev": 8.85, "species": ["O", "N", "N", "C", "C", "C", "C", "C", "H", "H", "H", "H", "H", "H", "H", "H", "H", "H"], "positions_angstrom": [[2.81708, -0.51452, 0.79756], [-0.04806, 0.23000, -1.72625], [-0.65733, -0.21686, 1.29203], [0.83959, 0.06755, -0.62412], [-1.40201, 0.06842, -1.12546], [0.39556, 0.54356, 0.73596], [-1.55624, -0.64505, 0.26405], [1.90856, 0.45604, 0.38379], [-0.37331, -0.94793, 1.94644], [-2.57342, -0.54751, 0.60341], [0.03999, 1.10101, -2.27764], [2.60782, -0.61820, 1.76825], [-1.75320, 1.12539, -0.95611], [2.32228, 1.46147, 0.24786], [0.88219, -1.05781, -0.47957], [-1.44509, -1.74338, 0.08933], [0.17593, 1.62800, 0.81299], [-2.18033, -0.39019, -1.75250]], "nbo_charge": [-0.691, -0.620, -0.638, -0.113, -0.226, -0.128, -0.216, 0.141, 0.370, 0.199, 0.368, 0.477, 0.171, 0.178, 0.174, 0.168, 0.178, 0.206]}



> What is the charge in the third record?

0